ORCA calculation (wB97M-V/def2-TZVPD) on a structure of composition C38H35AsBrCoN5O2S2.

E_HOMO (alpha / beta): -6.98 / -7.01 eV
DFT total energy: -8882.23706 hartree
ΔE to the lowest compared entry with this formula, charge and spin: 0.00 kcal per mole
F_max: 0.9 eV/Å
E_LUMO (alpha / beta): 0.03 / 0.12 eV
2S+1: 2
Kohn-Sham gap (alpha / beta): 7.01 / 7.13 eV

Geometry (Å):
Co 0.64 0.68 -0.33
O -0.81 0.01 -3.19
C 0.13 -0.85 -3.65
C -0.30 -2.03 -4.24
C 0.62 -2.93 -4.75
C 1.98 -2.65 -4.70
C 2.40 -1.47 -4.10
C 1.50 -0.57 -3.54
C 2.00 0.71 -2.87
O 1.04 1.42 -2.23
N 3.10 0.40 -1.87
N 2.73 0.42 -0.57
C 3.45 -0.17 0.30
C 3.10 -0.18 1.73
Br 1.84 1.13 2.24
C 3.61 -0.99 2.65
C 4.45 -2.17 2.36
C 5.47 -2.52 3.24
C 6.26 -3.63 3.01
C 6.03 -4.42 1.89
C 4.99 -4.11 1.03
C 4.20 -3.00 1.26
H -0.27 0.77 -2.81
H -1.36 -2.22 -4.28
H 0.27 -3.85 -5.21
H 2.70 -3.34 -5.11
H 3.46 -1.25 -4.08
H 2.51 1.32 -3.64
H 3.71 -0.37 -2.10
H 4.36 -0.68 0.01
H 3.40 -0.78 3.69
H 5.65 -1.90 4.12
H 7.06 -3.88 3.70
H 6.65 -5.29 1.71
H 4.78 -4.75 0.18
H 3.34 -2.81 0.63
S 0.82 -1.57 -0.38
C -0.77 -2.33 -0.37
C -0.86 -3.72 -0.53
C -2.09 -4.35 -0.52
C -3.27 -3.63 -0.35
C -3.20 -2.25 -0.18
C -1.96 -1.62 -0.19
As -1.68 0.24 0.13
C -1.72 0.28 2.09
C -1.44 -0.89 2.79
C -1.34 -0.85 4.18
C -1.52 0.34 4.87
C -1.80 1.50 4.17
C -1.90 1.47 2.78
C -3.31 1.09 -0.41
C -3.41 1.49 -1.74
C -4.56 2.11 -2.19
C -5.62 2.33 -1.31
C -5.52 1.93 0.01
C -4.37 1.30 0.47
H 0.04 -4.29 -0.68
H -2.14 -5.42 -0.66
H -4.23 -4.12 -0.34
H -4.10 -1.67 -0.04
H -1.29 -1.82 2.27
H -1.11 -1.76 4.72
H -1.43 0.36 5.95
H -1.94 2.43 4.70
H -2.11 2.39 2.24
H -2.59 1.31 -2.42
H -4.64 2.42 -3.22
H -6.52 2.82 -1.66
H -6.35 2.09 0.69
H -4.30 0.98 1.50
C -2.71 5.51 1.61
C -2.53 5.06 0.17
C -1.21 4.40 -0.04
N -1.03 3.14 0.14
N 0.26 2.73 -0.08
C 1.05 3.71 -0.43
N 2.36 3.55 -0.71
S 0.24 5.23 -0.50
H -3.68 5.99 1.75
H -1.94 6.22 1.91
H -2.66 4.66 2.29
H -2.63 5.91 -0.51
H -3.30 4.33 -0.11
H 2.55 2.63 -1.09
H 2.80 4.29 -1.24